12
Properties=species:S:1:pos:R:3 method="wB97M-V/def2-TZVPD" homo_lumo_gap_ev=10.56 smiles="C#CCC(C)=O" lumo_energy_ev=0.877
C 2.27 0.24 0.81
C 1.47 -0.24 0.05
C 0.41 -0.81 -0.79
C -0.96 -0.57 -0.16
C -1.31 0.86 0.20
O -1.71 -1.49 0.06
H 2.98 0.66 1.48
H 0.42 -0.32 -1.78
H 0.54 -1.88 -0.94
H -2.38 1.01 0.07
H -0.75 1.58 -0.40
H -1.06 1.03 1.25

---

12
Properties=species:S:1:pos:R:3 method="wB97M-V/def2-TZVPD" homo_lumo_gap_ev=9.67 lumo_energy_ev=-0.733
C -1.48 0.28 0.06
C -0.39 -0.73 -0.35
C 0.95 -0.04 -0.55
C 1.45 0.10 -1.75
C 1.70 0.41 0.67
O 2.25 1.47 0.81
H -1.20 0.82 0.96
H -1.63 1.01 -0.74
H -2.43 -0.24 0.25
H -0.68 -1.25 -1.27
H -0.26 -1.49 0.43
H 1.72 -0.36 1.47

---

12
Properties=species:S:1:pos:R:3 method="wB97M-V/def2-TZVPD" homo_lumo_gap_ev=8.14 lumo_energy_ev=-0.289
C 1.91 0.04 -0.45
C 0.89 -0.19 0.62
C -1.20 0.40 1.01
O -0.13 0.82 0.37
C -2.32 0.42 0.14
C -3.22 -0.04 -0.54
H 2.64 -0.78 -0.46
H 2.43 0.98 -0.29
H 1.40 0.07 -1.41
H 1.23 -0.13 1.66
H 0.40 -1.17 0.48
H -4.03 -0.41 -1.12

---

13
Properties=species:S:1:pos:R:3 method="wB97M-V/def2-TZVPD" homo_lumo_gap_ev=10.65 lumo_energy_ev=0.880
O -2.20 0.20 1.71
C -1.22 0.73 1.27
C -0.80 0.60 -0.18
O 0.40 1.34 -0.48
C 1.02 0.14 -0.95
C 1.15 -0.87 0.14
C -0.16 -0.72 -0.60
H -0.52 1.32 1.89
H -1.62 0.91 -0.85
H 1.65 0.20 -1.84
H 1.71 -1.76 -0.12
H 1.25 -0.56 1.17
H -0.65 -1.52 -1.15

---

13
Properties=species:S:1:pos:R:3 method="wB97M-V/def2-TZVPD" homo_lumo_gap_ev=11.38 smiles="C#C[C@@H](C)OC=O" lumo_energy_ev=0.963
C 1.89 -1.73 -0.37
C 1.08 -0.86 -0.13
C 0.14 0.23 0.15
C 0.43 1.47 -0.68
O -1.20 -0.20 -0.19
C -1.97 -0.62 0.82
O -1.67 -0.66 1.99
H 2.59 -2.50 -0.58
H 0.16 0.45 1.22
H 0.36 1.24 -1.75
H 1.44 1.83 -0.47
H -0.29 2.25 -0.43
H -2.95 -0.91 0.42

---

13
Properties=species:S:1:pos:R:3 method="wB97M-V/def2-TZVPD" homo_lumo_gap_ev=10.24 smiles="CC1=C[C@H](O)C1=O" lumo_energy_ev=0.723
C -0.71 1.53 -1.20
C -0.24 0.67 -0.08
C 0.66 0.65 0.88
C 0.52 -1.20 0.95
O 1.66 -1.66 0.26
C -0.68 -0.77 0.21
O -1.82 -1.20 0.13
H -0.43 1.07 -2.15
H -1.80 1.54 -1.20
H -0.30 2.54 -1.15
H 1.37 1.18 1.49
H 0.30 -1.80 1.84
H 1.48 -2.58 0.02

---

13
Properties=species:S:1:pos:R:3 method="wB97M-V/def2-TZVPD" homo_lumo_gap_ev=9.13 lumo_energy_ev=0.163
O -1.64 -1.47 0.85
C -0.87 -0.61 0.48
C -0.96 -0.08 -0.96
O 0.29 -0.10 -1.66
C 1.09 -1.08 -1.31
C 0.71 1.18 1.20
C 0.07 0.04 1.43
H -1.30 0.96 -0.97
H -1.68 -0.70 -1.51
H 1.96 -0.92 -1.99
H 0.68 1.68 0.23
H 1.31 1.66 1.96
H 0.12 -0.46 2.40

---

13
Properties=species:S:1:pos:R:3 method="wB97M-V/def2-TZVPD" homo_lumo_gap_ev=9.03 lumo_energy_ev=-0.109
C 1.42 1.16 0.26
C 0.59 0.00 0.72
O -1.08 0.73 0.44
C -1.89 0.13 -0.30
O -3.01 0.29 -0.69
C 0.62 -1.20 0.03
C -0.21 -1.80 -0.70
H 1.43 1.22 -0.83
H 2.44 1.02 0.62
H 1.03 2.10 0.67
H 0.44 -0.06 1.80
H -1.32 -0.94 -0.69
H -0.46 -2.64 -1.33

---

13
Properties=species:S:1:pos:R:3 method="wB97M-V/def2-TZVPD" homo_lumo_gap_ev=8.36 smiles="C=C=C=O.CC=O" lumo_energy_ev=-0.682
C 2.06 -1.33 0.45
C 1.89 -0.60 -0.64
C 1.15 0.07 -1.46
O 0.62 0.71 -2.29
H 1.22 -1.58 1.10
H 3.04 -1.71 0.74
C -1.95 0.72 -0.04
C -0.93 0.08 0.86
O -0.95 -1.08 1.20
H -2.51 1.47 0.53
H -2.64 -0.04 -0.42
H -1.46 1.23 -0.87
H -0.13 0.76 1.22

---

13
Properties=species:S:1:pos:R:3 method="wB97M-V/def2-TZVPD" homo_lumo_gap_ev=10.49 smiles="C#C[C@H](C=O)CO" lumo_energy_ev=0.613
C 2.50 -0.62 0.16
C 1.38 -0.31 -0.15
C 0.02 0.09 -0.55
C -0.16 1.57 -0.20
O -1.22 2.12 -0.08
C -1.09 -0.88 -0.02
O -1.93 -0.36 0.98
H 3.50 -0.89 0.42
H -0.02 0.07 -1.65
H 0.79 2.13 -0.10
H -0.59 -1.80 0.31
H -1.76 -1.15 -0.85
H -1.38 -0.04 1.71

---

13
Properties=species:S:1:pos:R:3 method="wB97M-V/def2-TZVPD" homo_lumo_gap_ev=10.68 smiles="O=CCC#CCO" lumo_energy_ev=0.786
O -2.97 1.12 -0.40
C -2.37 0.08 -0.47
C -1.66 -0.57 0.71
C -0.22 -0.44 0.51
C 0.95 -0.28 0.27
C 2.36 0.05 -0.04
O 2.48 0.93 -1.13
H -2.28 -0.47 -1.43
H -1.99 -0.07 1.62
H -1.94 -1.63 0.76
H 2.83 0.46 0.87
H 2.91 -0.86 -0.31
H 1.90 1.69 -0.96

---

13
Properties=species:S:1:pos:R:3 method="wB97M-V/def2-TZVPD" homo_lumo_gap_ev=7.32 lumo_energy_ev=-0.096
C 0.69 -0.77 -1.59
C 0.04 -0.81 0.23
O 1.03 0.13 -0.03
C 0.27 1.70 0.86
O 0.96 2.65 0.82
C -0.92 1.08 1.16
C -1.07 -0.28 0.82
H 1.72 -0.60 -1.88
H 0.45 -1.83 -1.70
H -0.02 -0.15 -2.13
H 0.35 -1.83 0.43
H -1.56 1.59 1.88
H -1.92 -0.88 1.14

---

HOMO energy: -9.68 -10.40 -8.43 -9.77 -10.42 -9.52 -8.96 -9.14 -9.04 -9.88 -9.89 -7.41 (eV)
Energy above the lowest of the compared OMol25 structures with the same formula, charge and spin: 35.9 88.9 115.5 61.5 42.6 68.2 94.2 94.0 65.3 64.7 55.5 115.0 (kcal/mol)
E_tot: -7327.7274 -7325.4276 -7324.2775 -9374.4298 -9375.2495 -9374.1375 -9373.0128 -9373.0175 -9374.2651 -9374.2909 -9374.6898 -9372.1096 (eV)